# C13H22NO3PSe2SnTe3

A structure of composition C13H22NO3PSe2SnTe3 in a non-equilibrium geometry (the ωB97M-V functional and the def2-TZVPD basis, the OMol25 dataset).

XYZ file:
```
46
C13H22NO3PSe2SnTe3 the ωB97M-V functional and the def2-TZVPD basis
Sn 0.5922 0.3500 -0.2872
C -0.7977 0.6219 2.9499
N 0.3766 -0.1061 2.4565
C 1.5256 0.1319 3.3367
C 0.0662 -1.5397 2.3911
C -0.8807 -1.8985 1.2680
C -1.7791 -2.9511 1.4408
C -2.6349 -3.3316 0.4167
C -2.6199 -2.6424 -0.7882
C -1.7321 -1.5873 -0.9660
C -0.8590 -1.2259 0.0505
H -1.1097 0.2376 3.9324
H -1.6283 0.5180 2.2497
H -0.5636 1.6777 3.0516
H 1.3443 -0.2644 4.3450
H 1.7086 1.1993 3.4168
H 2.4139 -0.3442 2.9277
H -0.3512 -1.8762 3.3493
H 0.9996 -2.0798 2.2372
H -1.8004 -3.4839 2.3902
H -3.3207 -4.1590 0.5675
H -3.2947 -2.9186 -1.5894
H -1.7413 -1.0320 -1.8932
Se 0.5990 0.6227 -2.8110
Te 1.3375 -1.7382 -3.3280
Te 3.6304 -1.5397 -1.9986
Se 2.6536 -1.3554 0.2561
C -1.2581 5.1904 -3.0377
C -0.9539 3.9262 -2.2655
O -1.2784 4.1542 -0.8607
P -0.8802 3.0662 0.2348
O -1.4043 1.7001 -0.1318
Te 1.4782 2.8863 0.5636
O -1.4810 3.7271 1.5403
C -2.7901 4.3860 1.5939
C -3.9444 3.4332 1.3391
H -0.9708 5.0678 -4.0840
H -0.7025 6.0276 -2.6131
H -2.3248 5.4207 -2.9891
H 0.1032 3.6657 -2.3469
H -1.5417 3.0809 -2.6206
H -2.7866 5.2104 0.8866
H -2.8337 4.7937 2.5974
H -3.8791 2.9980 0.3406
H -4.8916 3.9655 1.4281
H -3.9281 2.6155 2.0620
```

Calculated values
highest occupied orbital energy: -7.34 eV
HOMO-LUMO gap: 6.74 eV
2S+1: 1
total energy: -189167.658 eV
ΔE to the lowest compared entry with this formula, charge and spin: 5.4 kcal/mol



# C33H38AsN5O7PRbS2

A structure of composition C33H38AsN5O7PRbS2 in a non-equilibrium geometry (the ωB97M-V functional and the def2-TZVPD basis, the OMol25 dataset).

XYZ file:
```
88
C33H38AsN5O7PRbS2 the ωB97M-V functional and the def2-TZVPD basis
Rb 1.2003 -0.6283 1.4280
N 3.2640 1.3675 0.4239
C 4.5171 1.5179 1.1590
C 4.3747 0.8305 2.5174
N 3.9316 -0.5427 2.3603
C 4.9505 -1.5699 2.3802
C 4.2555 -2.9209 2.3020
N 3.6140 -3.0858 0.9927
H 3.1966 2.0292 -0.3416
H 2.4984 1.6061 1.0510
H 4.8027 2.5666 1.3337
H 5.3224 1.0480 0.5819
H 3.6138 1.3712 3.0799
H 5.3176 0.9066 3.0820
H 3.2481 -0.7570 3.0822
H 5.5745 -1.5342 3.2911
H 5.6112 -1.4479 1.5141
H 3.5362 -2.9750 3.1304
H 4.9903 -3.7217 2.4326
H 3.1447 -2.2136 0.7680
H 2.8600 -3.7580 1.0848
O -1.7604 -3.1632 3.7345
As -0.1398 -2.2985 4.0999
O 0.4581 -3.1035 5.3854
O 0.5582 -2.5518 2.6363
C -1.0905 -0.6551 4.6110
C -2.4155 -0.8010 5.0197
C -3.1462 0.2962 5.4478
C -2.5670 1.5604 5.4771
C -1.2447 1.7141 5.0975
C -0.5220 0.6083 4.6749
S 1.1684 0.8327 4.1705
O 1.7422 -0.5114 4.2581
O 1.0741 1.3255 2.7993
O 1.7744 1.7857 5.0809
H -1.4384 -3.8063 3.0909
H -2.8626 -1.7848 4.9861
H -4.1771 0.1671 5.7564
H -3.1469 2.4189 5.7942
H -0.7475 2.6754 5.1263
O 0.4895 -2.1401 -0.5590
P -0.5828 -1.6218 -1.4324
C -1.8955 -0.6802 -0.6023
C -1.8290 -0.4517 0.7704
C -2.8186 0.2909 1.3967
C -3.8820 0.7870 0.6606
C -3.9724 0.5290 -0.7011
C -2.9845 -0.2051 -1.3316
C -1.4949 -2.9774 -2.2530
C -2.0657 -2.8563 -3.5165
C -2.7864 -3.9105 -4.0579
C -2.9338 -5.0917 -3.3434
C -2.3547 -5.2212 -2.0880
C -1.6378 -4.1668 -1.5436
C 0.0493 -0.6681 -2.8362
C -0.4676 0.5467 -3.2592
C 0.0615 1.1603 -4.3882
C 1.1115 0.5731 -5.0736
C 1.6453 -0.6351 -4.6378
C 1.1119 -1.2572 -3.5229
H -1.0223 -0.8758 1.3512
H -2.7602 0.4793 2.4617
H -4.6510 1.3736 1.1482
H -4.8110 0.9080 -1.2725
H -3.0560 -0.4064 -2.3936
H -1.9304 -1.9419 -4.0829
H -3.2316 -3.8129 -5.0409
H -3.4975 -5.9133 -3.7694
H -2.4660 -6.1464 -1.5360
H -1.1731 -4.2494 -0.5672
H -1.2579 1.0330 -2.7045
H -0.3327 2.1162 -4.7122
H 1.5293 1.0711 -5.9408
H 2.4797 -1.0830 -5.1640
H 1.5188 -2.1945 -3.1597
C -0.0523 6.3474 -4.7522
C -0.7434 5.3344 -3.8770
C -2.0923 5.0237 -4.0532
C -2.5996 4.0736 -3.1750
N -1.8826 3.4661 -2.2527
C -0.5505 3.7886 -2.1590
S 0.4196 2.9893 -1.0332
N 0.0029 4.7561 -2.9555
H -0.7657 6.9084 -5.3584
H 0.6506 5.8390 -5.4151
H 0.5253 7.0348 -4.1346
H -2.7023 5.4895 -4.8159
H -3.6521 3.7905 -3.2172
```

Calculated values
highest occupied orbital energy: -2.16 eV
net charge: -2
HOMO-LUMO gap: 5.98 eV
2S+1: 1
total energy: -149077.898 eV
ΔE to the lowest compared entry with this formula, charge and spin: 56.9 kcal/mol



# C4H5NO

The molecule C4H5NO in a non-equilibrium geometry (the ωB97M-V functional and the def2-TZVPD basis, the OMol25 dataset).

XYZ file:
```
11
C4H5NO the ωB97M-V functional and the def2-TZVPD basis
N -2.0493 1.7094 -0.4818
C -0.9587 1.3329 -0.5605
C 0.4311 0.8721 -0.6264
C 0.6903 -0.4292 0.1184
C -0.3299 -1.1586 0.8729
O 0.0695 -1.5735 -0.4278
H 1.0733 1.6690 -0.2361
H 0.7012 0.7206 -1.6775
H 1.7374 -0.5655 0.3953
H -0.0253 -1.8213 1.6823
H -1.3396 -0.7559 0.9411
```

Calculated values
highest occupied orbital energy: -10.80 eV
structure (SMILES): N#CC[C@H]1CO1
HOMO-LUMO gap: 11.62 eV
2S+1: 1
total energy: -7764.947 eV
ΔE to the lowest compared entry with this formula, charge and spin: 36.4 kcal/mol



Question: Which value of HOMO-LUMO gap does entry 3 give?
Answer: 11.62 eV



Question: Among the records above, which one has the highest highest occupied orbital energy?
Answer: C33H38AsN5O7PRbS2